Formula: C32H30BrF5HfN5O5S3
Source: the OMol25 dataset
Level of theory: ωB97M-V with the def2-TZVPD basis set

Each line ends with the Löwdin charge.
Positions of all 82 atoms, in Å:
C  1.933  1.917  1.864  -0.2052
H  3.143  4.524  0.002  0.1222
F  -6.288  -3.717  2.209  0.0989
S  4.992  -0.594  1.310  0.8353
F  -5.423  -1.151  2.578  0.1084
O  1.288  1.073  1.036  -0.3555
C  0.804  -1.365  -2.956  -0.2698
H  -2.155  -3.611  -3.802  0.1040
C  -2.862  -3.974  1.026  -0.2536
S  2.271  -1.920  1.262  0.6002
C  1.596  -0.474  4.410  -0.0704
F  -2.836  -0.479  1.909  0.0098
N  3.309  -0.424  -0.644  -0.1198
H  0.742  1.386  5.000  0.1258
O  -4.744  2.242  -4.929  0.0810
F  -2.061  -4.909  0.488  0.0724
C  1.865  1.765  3.275  -0.1110
C  3.543  3.703  2.240  -0.0623
C  -1.073  -2.520  -2.313  -0.1572
C  0.565  -1.673  -4.302  -0.0053
C  5.173  -2.040  2.400  -0.4211
H  0.955  -1.038  5.085  0.0755
C  -2.368  -2.672  1.233  -0.5454
O  -0.515  2.369  -3.699  0.0708
C  -5.028  -3.373  1.885  -0.1413
H  -1.774  2.880  -4.488  0.0742
H  -0.333  0.025  2.501  -0.0197
Br  -1.620  1.858  0.377  0.2773
C  2.029  -0.790  -2.481  -0.0548
N  -4.173  0.335  -3.062  0.1819
H  -3.731  -2.189  -0.903  0.0509
C  3.835  2.718  -0.877  -0.0527
H  5.584  -2.869  1.829  0.0287
C  -3.279  -1.734  1.751  -0.2454
H  2.900  -0.722  -3.128  0.1383
H  3.888  3.130  -1.883  0.0754
O  -2.676  3.048  -4.929  0.1274
C  -4.360  -1.622  -1.579  0.0166
H  1.519  3.946  -1.734  0.0856
C  -4.580  -2.067  2.076  -0.1513
H  -1.072  0.081  4.110  0.0833
C  -3.228  1.229  -3.480  -0.0673
H  4.190  -2.301  2.784  -0.0273
H  4.164  4.488  1.830  0.1075
H  2.554  -0.304  4.895  0.0740
N  2.120  -0.602  -1.200  -0.1574
C  2.798  3.484  -0.058  -0.3706
C  3.428  -0.919  0.570  -1.1129
H  -4.686  -2.270  -2.394  0.0903
C  -3.608  -0.478  -2.146  -0.3453
C  2.733  2.986  1.373  -0.1186
C  1.442  3.503  -0.743  -0.0760
H  -1.676  -2.862  -1.484  0.0685
H  1.762  -1.066  3.516  -0.0080
H  -5.130  0.355  -3.384  0.1713
H  0.724  4.072  -0.157  0.0795
N  -2.353  -0.151  -1.931  0.1115
C  -2.090  0.905  -2.762  -0.1631
C  2.707  2.512  4.089  -0.0640
N  -0.064  -1.730  -1.987  0.0076
C  -0.736  1.507  -2.842  -0.5465
C  -0.531  -2.445  -4.628  -0.0541
S  -0.713  -2.279  0.945  0.5961
H  1.080  2.485  -0.857  0.0044
Hf  0.145  0.066  -0.185  1.2895
C  -4.161  -4.322  1.350  -0.1491
H  1.234  -1.299  -5.061  0.1148
H  3.575  1.667  -0.937  0.0373
H  5.842  -1.768  3.208  0.0237
O  0.133  1.047  -2.036  -0.2319
C  -1.340  -2.932  -3.607  -0.0432
F  -4.599  -5.578  1.151  0.1003
H  -0.915  1.569  3.177  0.0509
C  0.930  0.856  4.056  -0.3668
C  3.581  3.452  3.593  -0.0958
H  2.666  2.353  5.159  0.1087
H  4.242  4.007  4.243  0.0930
H  -5.236  -1.268  -1.038  0.0928
H  4.817  2.789  -0.412  0.0772
C  -0.431  0.623  3.415  -0.1137
C  -3.607  2.229  -4.507  -0.4963
H  -0.749  -2.682  -5.660  0.1069

- Frontier orbital gap: 6.6476 eV
- Molecular weight: 1014.207 g mol⁻¹
- Energy relative to the best compared isomer or geometry (same formula, charge and spin): 50.2 kcal/mol
- Charge: -1
- E_tot: -6203.6434 hartree
- HOMO level: -0.1973 hartree

Formula: C32H30CaCl4N10O2S4
Source: the OMol25 dataset
Level of theory: ωB97M-V with the def2-TZVPD basis set

Each line ends with the Löwdin charge.
Positions of all 83 atoms, in Å:
H  -0.892  -2.874  5.107  0.0626
H  3.501  1.872  -0.982  0.0016
H  2.859  0.344  -2.964  0.0383
C  4.463  3.046  4.684  -0.3145
H  0.133  2.149  -5.720  0.1113
C  4.107  0.565  3.459  -0.2927
H  -1.479  2.379  -3.826  0.1142
N  -0.522  1.379  2.234  0.1025
C  -0.759  -2.108  3.071  -0.2929
H  -4.480  -5.426  -2.614  0.1005
N  4.660  -3.325  0.084  -0.0434
H  6.443  2.982  3.857  0.1155
S  0.127  -2.111  -2.296  0.4966
C  1.626  1.243  -4.471  -0.0402
C  -2.263  -3.205  -1.370  -0.6492
O  4.055  -2.022  3.737  -0.3542
H  5.756  -4.687  1.192  0.0910
C  0.397  1.815  -4.724  -0.0506
N  0.199  -1.612  2.206  -0.1425
Cl  4.549  3.419  0.440  0.5299
H  -5.580  0.574  5.571  0.1075
H  -0.912  1.244  5.434  0.1540
O  4.918  -1.030  1.653  -0.3567
C  -1.818  1.075  1.813  -0.3096
C  -2.885  0.907  2.818  -0.0916
Cl  -0.469  -3.969  -4.847  0.6333
H  6.118  0.786  2.762  0.1184
H  4.020  -4.748  1.522  0.0928
C  -1.294  -3.126  -2.379  -0.7258
H  4.153  1.085  0.485  -0.0160
H  -2.833  -5.348  -4.479  0.0973
S  3.929  -1.020  2.702  0.5549
N  -1.206  1.242  4.473  0.1319
N  1.062  0.938  -2.160  0.0418
H  2.142  0.597  4.288  0.0660
C  3.573  -2.941  -0.602  -0.8487
H  -4.083  -4.016  -0.601  0.0972
S  3.429  -1.323  -1.125  0.6176
C  -0.325  -2.447  4.294  -0.4132
N  2.603  -3.839  -0.794  0.1174
N  4.650  4.267  5.319  0.1028
C  3.076  1.135  4.192  -0.0937
C  3.248  2.364  4.800  -0.0297
C  5.498  2.458  3.956  -0.0346
N  -1.024  0.882  -0.285  -0.0801
Ca  0.835  -0.741  0.130  0.9517
C  -4.215  0.665  2.475  -0.0106
C  -3.388  -4.009  -1.431  -0.1334
N  2.455  -1.057  2.053  -0.2250
H  -6.207  0.347  3.182  0.1057
H  2.359  1.108  -5.255  0.1101
H  1.854  -3.598  -1.449  0.0086
C  -3.511  0.892  5.159  -0.0176
C  1.407  -1.576  2.761  -0.7119
C  -5.177  0.538  3.455  -0.0700
H  5.411  4.834  4.987  0.0894
H  -1.777  -2.199  2.725  0.0697
C  -0.497  1.949  -3.674  -0.0177
C  -1.567  -3.942  -3.497  -0.6877
C  -2.688  -4.751  -3.588  -0.1348
C  -0.295  1.440  3.498  -0.1584
Cl  -2.064  -2.237  0.065  0.7203
H  4.684  -5.426  0.014  0.0824
C  4.771  -4.616  0.738  -0.0686
H  -1.994  2.222  -1.479  0.1295
C  -0.132  1.493  -2.420  -0.2841
C  5.322  1.230  3.346  -0.0613
H  -3.227  0.986  6.202  0.1140
H  -4.462  0.576  1.425  0.1153
C  1.912  0.819  -3.179  -0.1716
H  2.440  2.814  5.372  0.1099
Cl  1.998  1.998  0.815  0.5827
C  3.623  1.944  0.089  -0.9747
C  -2.545  1.006  4.161  -0.1866
C  -4.823  0.658  4.801  -0.0728
H  0.706  1.680  3.842  0.0985
H  5.157  -2.546  0.493  0.0753
N  -2.109  0.928  0.581  0.0617
S  1.382  -2.212  4.414  1.0483
H  2.747  -4.808  -0.568  0.0923
H  3.824  4.791  5.548  0.0879
C  -1.129  1.580  -1.335  -0.0805
C  -3.605  -4.791  -2.550  -0.1032

- Frontier orbital gap: 6.5874 eV
- Molecular weight: 896.818 g mol⁻¹
- Energy relative to the best compared isomer or geometry (same formula, charge and spin): 24.8 kcal/mol
- E_tot: -6046.7999 hartree
- HOMO level: -0.2525 hartree

Formula: C32H30N
Source: the OMol25 dataset
Level of theory: ωB97M-V with the def2-TZVPD basis set

Each line ends with the natural charge from an NBO analysis.
Positions of all 63 atoms, in Å:
C  3.403  0.076  3.074  -0.2099
C  1.307  -0.086  -1.817  -0.2338
H  -2.924  0.102  1.101  0.2489
H  -2.819  -3.354  -2.222  0.2238
C  -1.962  -0.038  1.604  -0.4068
H  0.302  1.936  -2.771  0.2276
H  -3.903  1.391  -1.063  0.2301
H  -2.028  0.607  2.493  0.2182
C  -4.703  -0.598  -1.407  -0.1993
H  -5.739  -0.265  -1.338  0.2293
C  5.307  -1.241  2.354  -0.1789
C  -0.798  -2.335  1.333  -0.3914
C  -1.091  4.818  -1.585  -0.2173
H  1.291  2.453  0.651  0.2422
H  1.766  0.893  -1.658  0.2284
C  -2.010  2.884  -0.462  -0.2756
H  -1.044  5.900  -1.712  0.2289
H  2.079  -3.226  -2.948  0.2306
C  -2.083  -1.421  -1.648  -0.1153
H  6.276  -1.697  2.566  0.2359
C  -1.058  0.573  -0.769  -0.1913
H  -2.699  4.893  -0.123  0.2260
C  -0.026  -0.306  -1.512  -0.0257
H  -2.797  -1.978  2.051  0.2368
C  -3.093  -2.348  -1.901  -0.1957
C  -0.802  0.501  0.724  -0.3147
H  2.869  0.655  3.832  0.2291
C  2.823  -0.103  1.811  0.0704
C  -1.123  2.056  -1.166  0.0839
H  1.219  -2.130  0.529  0.2785
C  0.578  -1.659  1.294  -0.5369
C  2.053  -1.157  -2.339  -0.2346
H  -2.722  2.462  0.257  0.2177
H  -0.663  1.536  1.059  0.2628
H  -1.141  -2.560  0.316  0.2220
C  1.464  -2.404  -2.588  -0.1837
C  0.097  -2.586  -2.402  -0.2229
C  4.756  -1.355  1.073  -0.2081
C  -2.366  -0.126  -1.176  0.1155
H  -0.426  -3.512  -2.653  0.2298
H  0.760  2.292  2.382  0.2286
H  5.287  -1.867  0.270  0.2339
H  -0.698  -3.308  1.835  0.2333
H  -5.225  -2.650  -1.830  0.2292
H  3.028  -0.903  -0.169  0.2286
C  -1.996  4.267  -0.674  -0.1830
H  3.110  -1.010  -2.557  0.2282
C  -4.414  -1.932  -1.716  -0.1945
C  3.502  -0.807  0.811  -0.1658
H  0.442  4.404  -3.053  0.2253
H  -1.515  -1.450  3.141  0.2055
C  -0.634  -1.526  -1.874  0.0446
C  -3.677  0.337  -1.200  -0.2335
H  1.077  -1.871  2.260  0.2571
C  -1.818  -1.481  2.084  -0.4163
C  -0.253  3.985  -2.327  -0.1817
C  1.507  1.994  1.630  -0.4335
C  0.510  -0.185  1.100  0.6335
H  5.059  -0.444  4.349  0.2372
N  1.553  0.521  1.508  -0.3463
C  -0.297  2.596  -2.147  -0.2582
C  4.629  -0.533  3.352  -0.1916
H  2.497  2.319  1.966  0.2450

- Frontier orbital gap: 7.5966 eV
- Molecular weight: 428.599 g mol⁻¹
- Energy relative to the best compared isomer or geometry (same formula, charge and spin): 0.0 kcal/mol
- Charge: +1
- SMILES string: C/[N+](=C1/CCCC[C@@H]1C1(c2ccccc2)c2ccccc2-c2ccccc21)c1ccccc1
- E_tot: -1291.9345 hartree
- HOMO level: -0.4044 hartree